{
  "formula": "H3OPSi",
  "method": "the ωB97M-V functional and the def2-TZVPD basis",
  "smiles": "O=P[SiH3]",
  "mol_weight_g_mol": 78.083,
  "max_force_ev_per_a": 3.4,
  "total_charge": 0,
  "e_above_lowest_kcal_mol": 26.97,
  "homo_ha": -0.304,
  "orbital_gap_ev": 7.180,
  "species": ["O", "P", "Si", "H", "H", "H"],
  "coordinates": [[-1.7624, 1.7623, -0.4299], [-0.3420, 1.9541, -0.1100], [0.4553, -0.6295, 0.1290], [-0.6328, -1.0988, -0.7972], [1.8936, -0.8955, -0.2194], [0.3883, -1.0925, 1.4276]],
  "mulliken_charge": [-0.36, 0.33, 0.24, -0.04, -0.07, -0.10]
}